No. 1
C3H4BrNS | ωB97M-V/def2-TZVPD

Its HOMO energy is -8.450 eV. For the LUMO energy, the calculation gives 0.771 eV. Its energy above the lowest of the compared OMol25 structures with the same formula, charge and spin is 30.9 kcal per mole. Its SMILES is BrC1=NSCC1. The energy is -85541.788 eV. The value obtained for the HOMO-LUMO gap is 0.3389 Ha.

Structure (XYZ):
```
10
Properties=species:S:1:pos:R:3:lowdin_charge:R:1
Br 2.849 0.815 0.027 0.83
C 1.352 -0.110 -0.110 -0.95
N 1.218 -1.342 -0.018 -0.42
S -0.285 -1.958 -0.067 0.85
C -1.196 -0.333 0.168 -0.40
C -0.200 0.852 -0.193 -0.10
H -1.492 -0.250 1.202 0.06
H -2.029 -0.507 -0.418 0.02
H 0.040 1.622 0.555 0.08
H -0.256 1.210 -1.145 0.04
```



No. 2
C54H44GdN8O6S2Se | ωB97M-V/def2-TZVPD

Its HOMO energy (alpha / beta) is -4.514 / -4.510 eV. For the LUMO energy (alpha / beta), the calculation gives 1.274 / 1.251 eV. The energy is -188772.731 eV. The value obtained for the HOMO-LUMO gap (alpha / beta) is 0.2127 / 0.2117 Ha. As for the charge: -1. Its spin multiplicity is 8.

Structure (XYZ):
```
116
Properties=species:S:1:pos:R:3:lowdin_charge:R:1
Gd -11.352 -17.558 5.966 1.65
C -13.827 -16.664 13.593 -0.09
C -13.277 -15.522 13.021 -0.09
C -12.782 -15.549 11.730 -0.05
C -12.784 -16.710 10.974 -0.20
C -13.309 -17.882 11.553 -0.01
C -13.820 -17.858 12.851 -0.07
C -12.269 -16.754 9.575 -0.07
C -12.938 -16.016 8.577 -0.25
C -14.036 -15.128 8.907 0.00
C -14.257 -14.326 7.815 0.00
C -13.328 -14.773 6.805 -0.26
C -13.145 -14.107 5.582 -0.08
C -13.980 -12.866 5.388 -0.19
C -13.387 -11.601 5.443 -0.03
C -14.151 -10.465 5.237 -0.09
C -15.528 -10.546 5.040 -0.09
C -16.129 -11.803 5.017 -0.08
C -15.368 -12.937 5.194 -0.05
C -12.174 -14.413 4.641 -0.27
N -11.182 -15.349 4.780 0.03
C -10.335 -15.197 3.716 -0.26
C -9.063 -15.782 3.583 -0.08
C -8.170 -15.233 2.518 -0.22
C -7.944 -15.875 1.310 -0.03
C -7.108 -15.285 0.370 -0.09
C -6.490 -14.054 0.597 -0.09
C -6.788 -13.390 1.789 -0.08
C -7.602 -13.986 2.732 -0.04
C -8.473 -16.687 4.459 -0.24
C -7.107 -17.181 4.321 0.01
C -6.894 -17.926 5.417 -0.01
C -8.067 -17.845 6.269 -0.22
N -9.039 -17.138 5.631 0.01
C -8.094 -18.308 7.601 -0.06
C -9.158 -18.093 8.472 -0.20
C -9.106 -18.338 9.906 0.01
C -10.234 -17.890 10.446 0.01
C -11.047 -17.393 9.345 -0.23
N -10.377 -17.512 8.180 0.02
C -6.887 -18.969 8.142 -0.19
C -6.986 -20.291 8.603 -0.02
C -5.871 -20.940 9.115 -0.06
C -4.630 -20.279 9.157 -0.10
C -4.558 -18.946 8.753 -0.10
C -5.676 -18.286 8.274 -0.05
C -10.837 -14.192 2.845 -0.01
C -11.975 -13.708 3.412 -0.01
N -12.589 -15.836 7.280 0.01
H -14.155 -16.666 14.625 0.09
H -13.239 -14.588 13.579 0.10
H -12.418 -14.646 11.260 0.12
H -13.333 -18.791 10.957 0.11
H -14.205 -18.782 13.278 0.10
H -14.556 -15.091 9.849 0.11
H -15.001 -13.566 7.703 0.10
H -12.320 -11.538 5.589 0.12
H -13.698 -9.474 5.308 0.10
H -16.085 -9.637 4.934 0.09
H -17.182 -11.879 4.834 0.09
H -15.787 -13.925 5.076 0.08
H -8.412 -16.832 1.096 0.08
H -6.931 -15.838 -0.553 0.10
H -5.796 -13.638 -0.117 0.09
H -6.375 -12.418 2.034 0.10
H -7.785 -13.467 3.667 0.13
H -6.460 -17.051 3.469 0.11
H -5.964 -18.480 5.645 0.12
H -8.289 -18.810 10.430 0.12
H -10.547 -17.888 11.470 0.11
H -7.891 -20.860 8.433 0.08
H -5.927 -21.995 9.390 0.10
H -3.773 -20.812 9.525 0.08
H -3.598 -18.416 8.790 0.10
H -5.622 -17.253 7.968 0.12
H -10.357 -13.865 1.940 0.11
H -12.653 -12.946 3.022 0.12
C -15.281 -20.417 9.366 -0.10
O -15.175 -19.267 8.552 -0.18
C -14.036 -19.317 7.736 -0.21
C -14.191 -20.372 6.638 -0.19
O -13.827 -19.833 5.373 -0.23
C -13.729 -20.895 4.427 -0.08
H -14.357 -20.620 9.948 0.10
H -15.526 -21.316 8.787 0.09
H -16.093 -20.221 10.025 0.07
H -13.150 -19.488 8.349 0.10
H -13.914 -18.323 7.319 0.07
H -15.245 -20.638 6.580 0.13
H -13.594 -21.262 6.858 0.09
H -13.057 -21.661 4.833 0.07
H -13.253 -20.471 3.527 0.09
H -14.706 -21.322 4.184 0.08
N -15.494 -16.934 5.641 0.14
C -14.765 -16.834 4.500 -0.69
N -13.550 -17.241 4.345 0.05
C -13.204 -17.116 3.003 -0.34
C -14.110 -16.576 2.176 -0.35
S -15.517 -16.206 3.067 1.06
C -11.965 -17.748 2.544 -0.35
C -11.582 -17.993 1.273 -0.35
S -10.222 -19.055 1.264 1.04
C -10.289 -19.109 3.005 -0.69
N -11.189 -18.327 3.522 0.00
N -9.491 -19.871 3.743 0.14
H -14.970 -17.065 6.498 0.08
H -16.280 -16.329 5.739 0.08
H -14.085 -16.380 1.125 0.07
H -12.042 -17.694 0.337 0.07
H -8.919 -20.611 3.342 0.12
H -9.782 -19.991 4.762 0.09
O -11.788 -22.250 6.632 -0.49
Se -10.654 -21.292 7.277 0.75
O -9.148 -21.768 6.983 -0.49
O -10.803 -19.836 6.354 -0.65
O -10.891 -20.838 8.818 -0.47
```



No. 3
C30H79BMn2O15 | ωB97M-V/def2-TZVPD

Its HOMO energy (alpha / beta) is -6.971 / -7.145 eV. For the LUMO energy (alpha / beta), the calculation gives 0.224 / 0.117 eV. Its energy above the lowest of the compared OMol25 structures with the same formula, charge and spin is 23.5 kcal per mole. The energy is -126411.335 eV. The value obtained for the HOMO-LUMO gap (alpha / beta) is 0.2644 / 0.2669 Ha. Its spin multiplicity is 11.

Structure (XYZ):
```
127
Properties=species:S:1:pos:R:3:lowdin_charge:R:1
Mn 2.706 -0.398 -1.084 1.00
Mn -0.065 0.627 -2.378 0.87
C -3.990 1.960 -1.215 -0.09
C -2.761 2.670 -1.786 -0.46
O -1.609 1.935 -1.882 -0.35
H -4.100 0.942 -1.588 0.05
H -4.842 2.520 -1.620 0.06
H -4.067 2.002 -0.129 0.05
H -2.663 3.610 -1.207 0.09
H -3.052 3.112 -2.759 0.09
C -0.806 0.379 1.207 -0.09
C -0.411 -0.847 0.367 -0.40
O 0.446 -0.671 -0.712 -0.38
H 0.057 0.798 1.743 0.04
H -1.457 0.101 2.045 0.06
H -1.268 1.259 0.750 0.06
H -1.301 -1.450 0.151 0.10
H 0.198 -1.348 1.144 0.07
C 0.937 3.332 -0.370 -0.08
C 2.107 2.736 -1.106 -0.40
O 1.854 1.536 -1.779 -0.38
H 0.054 3.502 -0.995 0.06
H 1.132 4.331 0.034 0.07
H 0.553 2.681 0.418 0.05
H 2.898 2.541 -0.355 0.07
H 2.636 3.428 -1.781 0.10
B 1.904 -1.310 -3.350 -0.35
H 1.471 -2.068 -2.595 -0.01
H 1.071 -0.572 -3.678 -0.03
H 2.850 -0.783 -2.984 -0.06
H 2.119 -1.942 -4.292 0.00
C -0.398 -3.820 3.020 -0.15
O -0.548 -4.900 3.891 -0.16
C -0.730 -6.110 3.179 -0.21
C -0.612 -7.335 4.055 -0.18
O -0.891 -8.400 3.133 -0.21
C -0.952 -9.659 3.764 -0.12
H 0.596 -3.751 2.560 0.08
H -0.634 -2.886 3.525 0.09
H -1.025 -3.793 2.116 0.08
H 0.063 -6.207 2.425 0.13
H -1.686 -6.083 2.652 0.13
H -1.433 -7.438 4.775 0.13
H 0.353 -7.504 4.539 0.13
H -1.311 -10.409 3.066 0.09
H -1.625 -9.603 4.627 0.08
H 0.036 -9.949 4.136 0.09
C 0.906 2.386 -5.010 -0.07
O 0.049 1.445 -4.426 -0.25
C -0.678 0.695 -5.372 -0.18
C -1.875 0.025 -4.751 -0.15
O -1.403 -0.559 -3.539 -0.28
C -2.362 -1.313 -2.827 -0.06
H 1.515 1.930 -5.803 0.10
H 1.685 2.697 -4.314 0.09
H 0.381 3.249 -5.422 0.10
H -0.030 -0.097 -5.762 0.14
H -1.116 1.333 -6.149 0.14
H -2.294 -0.783 -5.358 0.13
H -2.694 0.723 -4.539 0.14
H -3.072 -1.794 -3.505 0.10
H -2.906 -0.654 -2.144 0.07
H -1.955 -2.079 -2.165 0.09
C 3.067 0.086 2.024 -0.03
O 3.628 0.084 0.711 -0.28
C 4.849 0.861 0.652 -0.14
C 5.585 0.413 -0.596 -0.17
O 4.694 0.217 -1.675 -0.28
C 4.978 0.976 -2.873 -0.02
H 2.220 -0.595 2.055 0.09
H 2.898 1.095 2.404 0.09
H 3.790 -0.371 2.714 0.10
H 5.366 0.777 1.607 0.14
H 4.599 1.924 0.561 0.12
H 6.101 -0.527 -0.367 0.14
H 6.393 1.095 -0.871 0.14
H 6.005 0.803 -3.189 0.10
H 4.867 2.024 -2.585 0.10
H 4.230 0.690 -3.603 0.09
C -4.556 1.347 2.940 -0.13
O -5.512 1.195 3.943 -0.17
C -6.868 1.286 3.533 -0.19
C -7.343 2.710 3.466 -0.19
O -6.757 3.318 2.314 -0.20
C -6.974 4.699 2.259 -0.13
H -3.540 1.114 3.269 0.08
H -4.399 2.410 2.692 0.08
H -4.816 0.833 2.010 0.09
H -7.431 0.659 4.222 0.12
H -6.971 0.791 2.562 0.13
H -7.094 3.324 4.334 0.13
H -8.428 2.747 3.300 0.13
H -8.007 4.910 1.968 0.09
H -6.344 5.165 1.499 0.09
H -6.709 5.252 3.166 0.09
C 1.423 3.460 3.634 -0.11
O 2.819 3.514 3.864 -0.17
C 3.517 4.347 2.941 -0.20
C 3.715 5.729 3.523 -0.23
O 4.322 5.779 4.791 -0.16
C 4.826 7.043 5.098 -0.13
H 0.878 4.170 4.259 0.09
H 1.131 2.420 3.809 0.08
H 1.017 3.567 2.619 0.07
H 3.133 4.427 1.922 0.12
H 4.483 3.842 2.826 0.12
H 2.723 6.191 3.628 0.13
H 4.235 6.356 2.787 0.12
H 5.358 6.981 6.047 0.09
H 4.033 7.789 5.263 0.09
H 5.478 7.442 4.313 0.09
C 1.836 -3.855 -6.144 -0.10
O 1.500 -4.153 -4.799 -0.21
C 0.132 -4.086 -4.512 -0.22
C -0.129 -4.716 -3.144 -0.22
O 0.585 -3.975 -2.193 -0.21
C 0.373 -4.419 -0.868 -0.10
H 1.475 -2.851 -6.379 0.08
H 1.370 -4.607 -6.786 0.08
H 2.917 -3.890 -6.234 0.09
H -0.436 -4.648 -5.264 0.12
H -0.250 -3.061 -4.417 0.12
H 0.136 -5.783 -3.161 0.13
H -1.213 -4.700 -2.953 0.12
H -0.686 -4.583 -0.668 0.09
H 0.851 -3.707 -0.193 0.08
H 0.976 -5.309 -0.647 0.09
```



No. 4
C5H12O2 | ωB97M-V/def2-TZVPD

Its HOMO energy is -9.695 eV. For the LUMO energy, the calculation gives 0.872 eV. Its energy above the lowest of the compared OMol25 structures with the same formula, charge and spin is 40.0 kcal per mole. Its SMILES is C=C(C)CO.CO. The energy is -9473.400 eV. The value obtained for the HOMO-LUMO gap is 0.3883 Ha.

Structure (XYZ):
```
19
Properties=species:S:1:pos:R:3:lowdin_charge:R:1
C 1.002 0.700 0.758 0.03
C 0.873 0.618 -0.568 -0.36
C 0.328 1.745 -1.405 -0.06
C 1.286 -0.648 -1.303 -0.24
O 1.421 -1.777 -0.478 -0.06
H 0.690 1.581 1.314 0.08
H 1.427 -0.131 1.315 0.08
H -0.346 1.379 -2.189 0.08
H 1.145 2.282 -1.901 0.09
H -0.220 2.465 -0.790 0.08
H 0.581 -0.832 -2.131 0.12
H 2.269 -0.482 -1.764 0.13
H 0.553 -1.958 -0.079 0.07
C -2.072 -0.897 1.795 -0.15
O -1.263 -1.188 0.671 -0.15
H -2.331 0.170 1.839 0.08
H -3.001 -1.465 1.700 0.08
H -1.589 -1.172 2.743 0.08
H -0.754 -0.389 0.473 0.01
```



No. 5
C3H7NO2 | ωB97M-V/def2-TZVPD

Its HOMO energy is -8.502 eV. For the LUMO energy, the calculation gives -4.355 eV. Its energy above the lowest of the compared OMol25 structures with the same formula, charge and spin is 219.4 kcal per mole. The energy is -8801.016 eV. The value obtained for the HOMO-LUMO gap is 0.1524 Ha.

Structure (XYZ):
```
13
Properties=species:S:1:pos:R:3:lowdin_charge:R:1
C -1.143 -0.184 0.671 -0.05
N -1.797 0.409 1.543 0.15
C 1.869 -0.191 -1.078 0.16
C 1.021 -1.307 -1.180 -0.41
O -0.134 -1.472 -1.555 -0.01
O 0.060 2.047 1.221 -0.30
H -0.042 -0.010 0.581 0.08
H -1.657 -0.740 -0.135 0.12
H 0.542 2.874 1.272 -0.04
H -1.347 1.376 1.601 0.04
H 1.589 0.855 -1.209 0.09
H 2.797 -0.314 -0.547 0.07
H 1.588 -2.132 -0.684 0.12
```



No. 6
C5H25NO7S | ωB97M-V/def2-TZVPD

Its HOMO energy is -9.300 eV. For the LUMO energy, the calculation gives 0.090 eV. Its energy above the lowest of the compared OMol25 structures with the same formula, charge and spin is 64.1 kcal per mole. Its SMILES is C[C@@H](CCS)NCO.O.O.O.O.O.O. The energy is -32246.964 eV. The value obtained for the HOMO-LUMO gap is 0.3451 Ha.

Structure (XYZ):
```
39
Properties=species:S:1:pos:R:3:lowdin_charge:R:1
C 1.831 0.472 -1.041 -0.03
C 0.616 -0.404 -0.544 -0.41
C 1.046 -1.621 0.245 -0.24
C -0.041 -2.754 0.047 -0.59
S -0.319 -3.703 1.531 0.72
N -0.361 0.308 0.254 0.03
C -1.473 0.831 -0.462 -0.27
O -1.665 2.219 -0.789 -0.06
H 2.595 -0.048 -1.617 0.08
H 1.325 1.194 -1.687 0.07
H 2.274 1.067 -0.256 0.04
H 0.225 -0.773 -1.511 0.11
H 1.025 -1.366 1.321 0.07
H 2.024 -2.137 0.222 0.12
H -0.916 -2.282 -0.371 0.07
H 0.511 -3.412 -0.655 0.06
H -1.442 -4.352 1.164 -0.14
H -0.002 0.756 1.083 0.11
H -2.367 0.559 0.132 0.14
H -1.546 0.374 -1.438 0.09
H -1.061 2.526 -1.467 0.08
O 0.602 -2.773 -3.274 -0.05
H 1.302 -2.547 -2.651 0.02
H 0.035 -1.994 -3.304 0.01
O -0.834 -0.392 4.239 -0.07
H -0.693 -1.094 3.577 0.01
H -0.111 0.219 4.021 0.02
O -2.477 -0.998 -3.604 -0.04
H -2.374 -0.187 -3.093 0.01
H -3.303 -1.321 -3.258 0.04
O 2.059 1.466 2.244 -0.04
H 2.985 1.699 2.242 0.05
H 2.057 0.510 2.072 0.03
O 1.075 3.811 0.021 -0.05
H 1.407 2.938 0.250 -0.02
H 1.664 4.330 0.574 0.04
O -1.603 2.937 2.239 -0.06
H -1.621 2.545 1.362 -0.02
H -2.452 3.397 2.182 0.04
```



No. 7
C3H4N2O | ωB97M-V/def2-TZVPD

Its HOMO energy is -8.165 eV. For the LUMO energy, the calculation gives 0.495 eV. Its energy above the lowest of the compared OMol25 structures with the same formula, charge and spin is 79.0 kcal per mole. The energy is -8200.459 eV. The value obtained for the HOMO-LUMO gap is 0.3182 Ha.

Structure (XYZ):
```
10
Properties=species:S:1:pos:R:3:lowdin_charge:R:1
O -1.964 0.123 0.149 0.11
C -0.630 0.086 0.083 -0.40
C 0.347 0.964 0.518 -0.11
C 1.615 0.399 0.278 -0.10
N 1.333 -0.839 -0.279 -0.06
N -0.057 -0.979 -0.511 0.07
H -2.212 0.944 0.594 0.13
H 0.177 1.972 0.868 0.08
H 1.878 -0.776 -1.135 0.11
H -0.487 -1.894 -0.565 0.16
```



No. 8
C4H8N2 | ωB97M-V/def2-TZVPD

Its HOMO energy is -7.054 eV. For the LUMO energy, the calculation gives 0.993 eV. Its energy above the lowest of the compared OMol25 structures with the same formula, charge and spin is 43.6 kcal per mole. Its SMILES is C=C/C(N)=C/N. The energy is -7255.986 eV. The value obtained for the HOMO-LUMO gap is 0.2957 Ha.

Structure (XYZ):
```
14
Properties=species:S:1:pos:R:3:lowdin_charge:R:1
C -2.425 -0.197 0.194 -0.02
C -1.202 -0.600 -0.144 -0.20
C 0.023 0.109 -0.302 -0.39
N 0.106 1.502 -0.221 0.10
C 1.101 -0.724 -0.060 -0.17
N 2.384 -0.218 0.188 0.04
H -3.270 -0.865 0.151 0.04
H -2.664 0.840 0.387 0.04
H -0.722 -1.659 0.100 0.13
H 0.892 1.889 -0.726 0.08
H -0.777 1.961 -0.384 0.08
H 1.112 -1.732 -0.452 0.11
H 3.055 -0.909 0.489 0.08
H 2.387 0.601 0.780 0.08
```